Here is C48H58Br2N3O2P2TeTi as an isolated structure from the Open Molecules 2025 dataset. Energies are from the ωB97M-V functional and the def2-TZVPD basis.

Atoms and positions in Å:
H 2.312 -3.414 -0.725
H 0.746 1.158 3.822
H -1.439 -2.984 2.855
H 4.982 -1.599 1.056
C -1.448 -0.843 2.599
N 1.799 0.320 -3.155
H 7.334 -3.236 -6.346
C 5.098 1.186 -4.347
H -0.029 -1.947 -2.051
C 2.825 0.326 -3.915
N -0.812 -0.817 1.335
C -5.280 0.393 0.276
C 2.274 -0.914 2.526
C -3.592 -2.213 -3.623
H 3.419 1.341 -0.544
C -6.364 2.291 1.280
H -6.454 3.363 1.397
H -1.998 -2.903 -2.369
H 5.668 -3.431 -4.531
C -2.119 3.262 2.256
C -2.433 0.383 4.431
H 4.366 -0.394 2.788
H 1.303 3.983 2.798
H -7.724 -0.592 2.404
C -1.539 -0.995 -3.203
H -2.398 -2.942 0.708
H -3.327 3.236 4.062
H -4.914 3.073 -1.234
C -1.764 0.385 3.211
C -0.017 2.803 4.947
H -4.679 -0.441 -1.634
C 5.936 -2.457 -4.918
C 6.654 0.042 -5.868
C -5.394 1.770 0.429
C -3.223 -0.072 -4.664
C 5.684 -0.054 -4.868
H 5.186 -2.057 -0.622
H -1.354 4.766 3.639
C -4.020 -1.181 -4.451
O -1.286 1.171 -4.275
H -0.524 4.748 2.072
H 0.706 -5.211 -1.180
H 4.670 0.755 0.568
C -0.211 -0.949 -2.491
C 3.450 -0.835 -0.274
H -2.309 3.263 1.178
C 0.892 -2.182 0.323
C -1.729 -2.033 3.274
H 5.741 2.058 -4.379
H 1.781 -3.045 2.647
C 2.532 -2.342 3.005
C -3.450 3.109 2.986
H 2.403 2.955 3.704
C -4.251 -0.157 -0.672
H 1.913 2.515 2.059
C -2.357 -2.106 -3.012
H 2.509 -2.359 4.096
Br 3.377 3.001 -3.085
C 7.239 -1.093 -6.401
H -1.648 -4.982 -0.464
C -0.937 -4.198 -0.244
Ti -0.242 0.651 0.194
H 2.950 -0.426 -4.701
H -0.402 1.122 -3.884
C 4.444 -1.914 0.165
C 1.293 -3.313 -0.380
C 3.384 0.031 2.993
H -3.931 2.149 2.800
C -1.978 0.033 -4.048
Te -2.862 1.423 -1.038
H 4.860 0.539 -1.164
C 6.875 -2.349 -5.933
H 3.514 -2.697 2.694
H 0.095 3.884 4.915
C -1.481 4.615 2.570
H -4.098 3.502 0.269
C 1.570 2.948 2.999
C 3.868 1.337 -3.844
H -7.946 1.860 2.655
H -1.041 2.578 5.237
P -0.974 1.810 2.408
H 3.988 -2.879 0.376
C -7.078 0.071 1.848
H 3.070 -1.074 -1.277
H 6.943 1.019 -6.233
H -3.726 -1.020 -0.262
H 1.075 -1.327 -4.112
C -2.388 -2.005 4.492
Br 0.390 2.940 -0.374
C 0.385 -4.326 -0.649
H 3.338 1.011 2.524
P 1.912 -0.716 0.717
H 1.332 -0.585 2.978
C -4.456 2.669 -0.330
H -4.130 3.895 2.652
C -0.447 -2.053 0.720
C -6.123 -0.451 0.992
H -4.981 -1.244 -4.942
C -7.201 1.447 1.988
H 0.631 2.433 5.742
H 4.647 -1.420 -3.567
H -2.145 5.399 2.206
O -0.241 -0.053 -1.421
C 4.133 0.535 -0.354
H 3.313 0.176 4.071
H -3.297 -0.782 6.007
H -3.544 0.736 -5.306
H -4.207 -3.087 -3.469
C 0.401 2.177 3.610
C -1.360 -3.060 0.426
C -2.767 -0.801 5.066
N 0.869 -0.617 -3.416
H -2.701 1.317 4.901
H -2.608 -2.938 4.993
C 5.347 -1.320 -4.388
H 7.981 -0.998 -7.181
H -6.028 -1.524 0.878

Output
* E_LUMO: -3.08 eV
* HOMO level: -10.00 eV
* multiplicity: 1
* energy above the lowest of the compared OMol25 structures with the same formula, charge and spin: 13.0 kcal per mole
* total charge: +1



Here is C48H58Cl3NO4Tl as an isolated structure from the Open Molecules 2025 dataset. Energies are from the ωB97M-V functional and the def2-TZVPD basis.

Atoms and positions in Å:
C -1.938 -0.367 2.943
H 0.754 -2.177 -6.247
C -2.067 2.139 1.762
H -1.845 -1.357 3.378
H 4.783 3.245 -1.586
H -3.121 3.882 1.087
C -3.113 1.226 1.631
C 2.633 -1.147 -2.107
H 3.152 -3.197 0.480
H -0.182 -2.638 -3.343
C 2.946 -5.250 2.546
C -2.523 2.777 -2.727
H -5.187 1.894 -2.463
Tl 2.269 3.324 1.600
H -2.514 1.184 -5.006
C 2.578 -2.558 1.148
Cl 6.204 2.801 7.034
C -4.299 -0.956 2.269
C -3.615 2.623 -3.783
H 0.142 -0.539 4.680
H 0.180 -4.848 0.506
C 0.995 -2.266 2.885
C 1.582 -4.661 2.152
C 1.832 1.478 -2.492
C 0.893 -1.373 -5.520
C -0.144 2.959 -2.207
C 0.556 -5.106 3.194
Cl 6.414 0.646 5.083
C 1.453 0.473 -3.381
H -5.761 2.582 -3.986
O -0.050 2.756 2.895
C 1.158 -5.240 0.795
H -5.197 3.654 -2.698
H 4.502 -1.376 -0.183
H 3.613 -1.692 -5.146
C -0.871 0.505 3.097
H 0.601 -3.833 -4.398
N 3.669 2.957 4.443
C 1.165 -0.888 2.834
C -5.022 2.694 -3.189
C 1.696 -3.140 2.060
H -1.392 4.143 1.433
H -4.269 3.665 -5.582
H -6.350 -1.066 1.613
C -0.994 1.794 2.574
C 6.026 2.327 5.353
H 0.497 -6.198 3.206
H -4.757 -2.972 1.584
O 3.258 2.166 -0.705
H 2.927 -2.173 -1.911
C 0.781 -3.034 -3.672
H 1.355 3.172 -3.724
H -3.957 1.518 1.016
H -3.578 4.722 -4.333
O 0.520 3.646 -0.029
C -3.477 1.270 -4.499
C 1.295 2.884 -2.671
H 3.289 -4.813 3.486
H -5.831 0.572 2.028
C 3.030 -0.182 -1.192
H -0.092 -0.985 -5.255
H 1.886 3.575 -2.071
C 4.641 2.375 -0.938
C -0.145 3.236 4.228
O 2.283 0.975 1.884
H 0.805 0.750 -4.204
H 2.816 -3.219 -5.566
C 4.698 2.666 4.851
C -5.515 -0.362 1.558
C -1.776 3.231 -0.451
H 4.258 0.236 0.529
H 1.870 -4.977 0.011
C -2.783 2.993 -1.379
C 2.071 -0.300 1.918
C 2.695 1.148 -1.455
H 1.465 -0.577 -6.002
H 0.835 -4.771 4.196
H -3.807 2.988 -1.018
H -0.781 4.127 4.264
C 3.759 -0.615 0.066
H 5.100 1.508 -1.415
H -2.516 3.714 -5.320
C -0.414 3.281 -0.847
H 1.276 -3.468 -2.801
H -5.594 -1.867 3.761
H 3.502 -2.988 -3.952
H -4.905 -0.307 4.250
H -3.642 -2.077 0.533
Cl 7.178 3.322 4.383
H -3.555 0.452 -3.780
H 5.127 2.563 0.021
H -5.307 -0.171 0.503
H 0.293 -2.658 3.614
H -4.267 1.151 -5.248
C -3.486 3.749 -4.820
H -3.899 -1.758 4.262
H 0.861 3.492 4.562
C -2.119 3.452 1.008
H -3.066 -2.744 2.060
C 0.396 0.017 3.774
H 3.699 -5.038 1.785
H 1.035 0.861 4.035
C 2.972 -2.491 -4.765
H 1.095 -6.332 0.846
H -0.437 -4.717 2.959
C 2.775 -1.191 1.063
C 1.628 -1.916 -4.294
C -4.696 -1.242 3.725
C -3.918 -2.269 1.571
C -3.102 -0.006 2.267
C -1.179 2.731 -3.098
H 2.877 -6.336 2.669
H -0.569 2.481 4.893
C 1.897 -0.834 -3.249
H -0.919 2.519 -4.133

Output
* E_LUMO: 1.80 eV
* HOMO level: -3.81 eV
* multiplicity: 1
* total charge: -1